# 1
C11H32BNO7P2Ta | ωB97M-V/def2-TZVPD

Calculated values
total charge	-1

Last column: Mulliken charge in e.
Cartesian coordinates (Å):
Ta -2.408759 0.171664 0.222873  0.6109
P -1.834165 -0.186930 -2.324104  0.6256
P -3.292552 0.441740 2.697933  0.5664
O -2.040020 0.667612 3.760431  -0.5652
O -0.305491 0.317985 -2.622024  -0.4870
O -4.453077 2.688094 0.232549  -0.5695
O -1.719405 -1.732890 -2.827813  -0.5746
O -4.062002 -0.735033 3.172151  -0.7002
O -2.768431 0.606043 -3.182111  -0.6957
O -4.194168 1.789896 2.984885  -0.5079
N -1.470686 2.029959 0.119039  -0.7384
C -5.732316 -0.479389 -1.646083  -1.0618
C -0.664109 -0.752606 1.353835  -1.1426
C -0.143064 -1.955627 0.545246  -0.9836
C 3.991236 -0.366430 -0.181372  -0.3098
C 1.138890 -1.660813 -0.259858  -0.0528
C -5.756685 0.812688 -0.819576  -0.4574
C 6.374747 0.540504 0.223568  -0.5606
C 6.370551 2.076785 0.326946  -1.0423
C 3.704416 -1.865853 -0.211302  -0.8066
C 5.362883 -0.013041 -0.793643  -0.8742
C 2.369226 -2.277931 0.403431  -0.8312
B -4.433597 1.350903 -0.132833  0.5800
H 6.135936 0.134310 1.210576  0.3589
H 4.515141 -2.381352 0.319029  0.3100
H 5.217597 0.743022 -1.570119  0.4213
H 3.753573 -2.215716 -1.249939  0.3459
H -2.012803 2.824610 0.441391  0.2131
H -0.390767 1.183152 -3.049981  0.2958
H -0.558520 2.066988 0.560446  0.2196
H 3.960109 -0.032029 0.862968  0.3157
H -6.107976 1.625334 -1.478697  0.2669
H -5.050197 -1.219090 -1.226804  0.2226
H 0.114127 0.012454 1.479566  0.3465
H -3.656272 2.594512 2.962818  0.2871
H -1.568861 1.495796 3.599923  0.2737
H -2.117973 -2.302232 -2.152343  0.3796
H -5.461851 -0.272230 -2.681399  0.2535
H -3.289448 -1.461370 0.143866  -0.0427
H -4.991672 3.214847 -0.374015  0.2659
H -6.499772 0.753284 -0.013015  0.3183
H 5.818035 2.418191 1.204659  0.2551
H -6.723899 -0.942595 -1.666371  0.3563
H 5.918042 2.539331 -0.552270  0.2935
H 7.383839 2.469580 0.432089  0.3266
H 0.091119 -2.744816 1.268914  0.5321
H 3.199847 0.178532 -0.699111  0.1677
H 2.366560 -2.012648 1.468682  0.3619
H 2.281388 -3.368985 0.357447  0.3196
H 7.379647 0.203631 -0.039952  0.3613
H 5.778880 -0.905534 -1.269083  0.4044
H 1.049014 -2.040875 -1.281081  0.3179
H -0.924091 -1.058215 2.366564  0.4056
H -0.908150 -2.389781 -0.109917  0.2867
H 1.265975 -0.577435 -0.307009  0.1380

Cartesian forces, eV/Å:
2.015 0.625 -0.615
-0.588 0.091 -0.329
-0.446 -0.857 -0.226
0.022 0.403 0.112
0.016 -0.054 -0.178
0.498 0.268 -0.682
0.171 -0.168 0.197
0.073 0.241 0.063
0.148 -0.002 0.182
0.321 0.195 0.299
-0.592 -0.817 0.793
-0.407 -0.077 0.096
-0.918 0.303 0.801
0.214 0.050 -0.020
0.018 0.047 0.030
-0.087 -0.080 0.170
0.218 0.121 -0.653
-0.067 0.156 -0.111
0.026 -0.025 0.218
0.027 -0.059 -0.077
-0.131 0.097 0.268
0.025 0.075 0.055
-0.427 -0.007 1.243
0.203 -0.167 -0.059
-0.010 0.005 -0.034
0.125 -0.165 -0.123
-0.036 0.038 0.009
-0.072 0.175 -0.471
0.032 -0.129 0.096
0.152 0.074 -0.276
-0.040 0.048 -0.046
-0.125 -0.002 0.114
0.051 0.064 -0.063
0.005 -0.050 -0.103
-0.273 -0.154 -0.186
0.013 -0.194 -0.056
0.009 0.113 -0.158
0.255 -0.052 0.087
-0.080 -0.086 -0.215
-0.288 -0.103 0.304
0.164 -0.046 0.093
-0.097 0.018 -0.101
0.004 0.022 -0.009
0.067 -0.009 0.009
-0.029 0.012 -0.027
-0.143 -0.104 -0.117
0.008 -0.079 -0.002
0.002 0.015 -0.029
-0.001 0.024 0.060
-0.022 -0.009 0.024
-0.045 0.048 -0.051
0.051 0.156 -0.035
0.089 -0.051 -0.037
-0.044 0.110 0.020
-0.054 -0.049 -0.250

---

# 2
C11H32BNO8P2 | ωB97M-V/def2-TZVPD

Last column: Mulliken charge in e.
Cartesian coordinates (Å):
P -2.010786 0.482722 -1.877986  0.9152
P -2.044263 -1.837458 -0.257840  0.5704
O 2.470401 1.463865 -1.042429  -0.5200
O -1.262816 0.826864 -0.518228  0.0955
O 2.850202 -2.761614 1.408667  -0.4560
O -2.540536 -1.452667 1.061463  -0.5694
O -3.268350 1.408443 -2.016251  -0.4767
O -2.617972 -0.958744 -1.494441  -0.2685
O -1.133143 0.460858 -3.039506  -0.7396
O -5.252536 0.127859 -2.002537  -0.5792
N -0.619818 2.103630 -0.660834  -0.2682
C 2.852515 0.459974 -1.988632  0.3855
C 4.016255 -3.483899 1.807569  0.4701
C -0.435440 2.659760 0.655726  -0.8472
C -5.000279 1.825411 -0.108021  -0.2272
C 4.365858 0.418060 -2.127051  -1.4479
C 4.131077 -3.509035 3.323851  -1.3364
C 2.285692 -0.885642 -1.569610  -0.4900
C -5.109008 0.857847 1.099498  -0.9368
C -1.661334 3.467432 1.094268  0.2173
C 3.993565 -4.888170 1.224121  -1.3249
C -1.995178 4.577091 0.091296  -1.1424
B -4.507041 1.091791 -1.404566  0.6731
H -0.658645 -1.815639 -0.417155  -0.0345
H 0.429441 3.315289 0.638682  0.4712
H 3.913599 -4.849563 0.137806  0.3154
H 3.128693 -5.441012 1.600808  0.3352
H 2.844347 1.226909 -0.187698  0.3242
H -6.165694 0.230546 -1.740956  0.3124
H 4.148221 -2.495143 3.723173  0.3270
H -6.061924 0.996436 1.597834  0.3022
H 4.673477 -0.319653 -2.868715  0.3847
H -0.274646 1.861661 1.383005  0.3714
H 3.270259 -4.022341 3.760678  0.3525
H 4.750819 1.393367 -2.425243  0.3625
H -5.025883 -0.181871 0.805589  0.2353
H 2.406909 0.764973 -2.935654  0.3483
H 4.827219 0.157085 -1.170330  0.3237
H 2.531088 -1.663717 -2.293605  0.4595
H 2.083202 -3.222529 1.762808  0.2924
H -2.855268 4.335666 -0.520678  0.2563
H 1.199578 -0.824146 -1.481547  -0.2574
H 4.857242 -2.930081 1.388347  0.2485
H -4.340052 2.654578 0.110515  -0.1085
H -1.484782 3.875701 2.082727  0.4966
H 0.256096 1.971497 -1.154374  0.2344
H -4.327537 1.062209 1.820960  0.3347
H 4.895296 -5.441837 1.487659  0.3913
H -1.172916 4.739371 -0.600011  0.3616
H 5.036700 -4.025093 3.644332  0.3781
H -2.436241 -3.122108 -0.635058  0.0900
H -5.991868 2.230752 -0.309114  0.3961
H 2.680023 -1.183671 -0.594541  0.0972
H -2.169311 5.520007 0.600328  0.3262
H -2.474508 2.747974 1.130899  -0.4255

Cartesian forces, eV/Å:
0.445 0.393 -1.223
-0.359 -0.227 0.178
-0.173 0.240 -0.150
0.012 -0.190 0.325
0.141 0.127 -0.091
-0.048 0.085 0.344
-0.182 -0.778 0.589
0.377 -0.122 0.454
-0.040 0.004 -0.020
0.263 0.329 -0.458
-0.091 0.874 -0.528
0.152 -0.297 0.139
-0.150 -0.263 0.180
-0.532 0.072 0.642
0.081 -0.258 -0.257
0.010 0.138 -0.009
0.006 0.133 0.008
-0.115 0.023 0.065
-0.033 0.325 -0.165
0.228 -0.270 -0.813
-0.002 0.045 -0.128
0.211 0.085 0.200
-0.078 0.363 0.074
0.097 0.069 -0.147
0.281 -0.021 -0.207
0.026 0.016 -0.006
0.024 -0.013 0.066
0.015 -0.065 0.043
-0.380 -0.365 0.224
0.023 0.010 -0.013
-0.125 -0.041 0.159
-0.005 -0.018 0.006
0.306 -0.089 0.061
0.018 -0.065 -0.016
-0.014 0.000 -0.030
0.033 -0.204 0.034
-0.066 0.101 0.034
-0.018 -0.073 -0.002
0.006 0.002 -0.010
-0.054 -0.011 0.041
-0.201 -0.007 -0.077
0.003 0.034 -0.099
-0.032 0.070 -0.046
-0.022 0.269 0.126
-0.041 -0.061 0.246
0.177 -0.568 0.238
0.177 -0.105 0.108
-0.001 -0.008 0.017
0.156 0.006 -0.089
-0.002 -0.019 -0.001
-0.019 -0.005 -0.303
-0.088 0.213 -0.066
0.065 -0.043 -0.026
-0.204 0.136 0.019
-0.257 0.025 0.361

---

# 3
C11H32BrO5 | ωB97M-V/def2-TZVPD

Calculated values
relative energy (zero: lowest compared OMol25 entry of this formula, charge and spin)	5.6	kcal per mole
total charge	-1

Last column: Mulliken charge in e.
Cartesian coordinates (Å):
Br -19.232752 26.153132 18.956387  -0.6368
O -17.381518 23.835296 16.991729  -0.4626
O -20.659370 26.297938 15.736469  -0.3441
O -21.276396 28.039984 20.845746  -0.5189
O -16.142310 25.019039 20.088119  -0.4681
O -19.291863 22.681055 19.567347  -0.4717
C -21.344309 27.423472 22.114811  -0.4197
C -15.160272 25.838669 19.501505  -0.3755
C -17.254231 24.152275 15.616683  0.6062
C -20.575112 22.090636 19.450210  0.8864
C -20.605807 20.859054 20.327624  -1.4558
C -18.424234 23.546654 14.812797  -1.1269
C -20.917439 27.567147 15.167228  0.4989
C -22.300931 28.066494 15.577794  -1.2442
C -19.844147 28.585090 15.595093  -1.2700
C -21.669296 23.079644 19.837945  -1.3994
C -17.120504 25.664994 15.434851  -1.0834
H -20.446060 26.448450 16.672071  0.0865
H -20.370979 27.360788 22.622598  0.2250
H -19.876815 20.126102 19.979860  0.3287
H -16.316389 23.705650 15.273518  0.2973
H -18.045272 22.747184 14.168252  0.3312
H -17.845198 24.566056 17.436129  0.1303
H -16.230985 26.000510 15.976587  0.2844
H -17.977220 26.166751 15.883239  0.0161
H -18.903348 24.282287 14.165666  0.2682
H -21.628019 26.364267 21.994441  0.1163
H -20.808618 27.526491 14.079457  0.2477
H -20.805549 21.818322 18.408054  0.0956
H -18.834994 28.202326 15.432592  0.2884
H -22.451123 27.890415 16.642487  0.2906
H -19.148250 23.104110 15.491591  0.1873
H -20.676973 27.489946 20.307884  0.1333
H -22.653684 22.597761 19.851635  0.4389
H -19.947185 29.534949 15.065163  0.4416
H -19.886353 28.789279 16.671448  0.2705
H -15.185490 25.794863 18.405340  0.0682
H -21.475702 23.489938 20.834104  0.3194
H -16.968201 25.921505 14.384639  0.4826
H -23.098883 27.603481 14.995772  0.3043
H -20.355469 21.128397 21.357941  0.3348
H -21.594321 20.397708 20.396009  0.3932
H -22.386461 29.148040 15.423895  0.3743
H -17.008137 25.364875 19.817747  0.2439
H -19.414932 23.643524 19.530062  0.2318
H -14.177121 25.479466 19.804862  0.2589
H -15.292352 26.882003 19.807578  0.2424
H -21.768710 23.919137 19.147842  0.2970
H -22.062017 27.930317 22.753965  0.2571

Cartesian forces, eV/Å:
0.000 -0.028 -0.088
0.258 0.124 -0.014
-0.033 0.074 -0.437
0.023 0.116 0.334
0.082 0.014 0.075
-0.381 -0.081 0.002
0.418 -1.017 -0.336
-0.187 0.035 -0.228
-0.305 0.363 0.000
-0.588 0.522 -0.035
0.039 -0.188 0.398
0.493 -0.099 -0.322
0.565 0.962 0.523
-0.025 0.391 -0.354
0.147 -0.084 0.473
-0.397 0.086 0.288
0.458 -0.329 0.295
0.103 -0.263 0.123
-0.036 0.418 -0.022
-0.035 -0.041 0.045
-0.008 -0.164 0.112
-0.113 -0.028 0.008
-0.057 -0.243 0.035
-0.025 0.010 0.012
-0.140 0.067 -0.305
-0.142 0.029 0.145
-0.301 0.216 0.170
-0.333 -0.577 -0.006
0.403 -0.177 -0.014
-0.093 -0.080 -0.253
-0.040 -0.128 0.010
-0.099 0.148 0.039
-0.039 0.153 -0.108
0.128 -0.112 0.067
-0.077 -0.054 -0.034
-0.214 -0.013 -0.050
-0.086 0.010 0.005
-0.011 -0.037 -0.012
-0.304 0.106 -0.015
0.003 -0.212 0.173
0.189 0.113 -0.096
-0.005 -0.019 -0.383
0.043 -0.059 -0.062
-0.055 -0.127 0.018
0.309 0.000 -0.196
-0.015 0.028 0.183
0.201 0.050 -0.017
0.344 -0.011 -0.059
-0.063 0.132 -0.087

---

| no. | total energy (eV) |
| --- | --- |
| 1 | -48559.0713 |
| 2 | -49055.4024 |
| 3 | -92208.5605 |